Computed, not measured: a molecular structure, C27H26BN11OTa at a distorted geometry, with ωB97M-V/def2-TZVPD.

The gap between HOMO and LUMO comes out at 5.37 eV. The value obtained for the LUMO energy is -10.961 eV. The value obtained for the energy above the lowest of the compared OMol25 structures with the same formula, charge and spin is 0.0 kcal/mol.

The geometry in ORCA input format:
```
! wB97M-V def2-TZVPD RIJCOSX def2/J DEFGRID3
* xyz 3 1
H -5.70696 -13.77298 10.87597
H -5.44139 -14.16612 2.72435
C -6.51897 -10.20213 9.82960
H -6.73657 -9.17747 9.54821
H -7.72755 -19.66520 3.59158
H -9.33130 -12.26479 5.35676
C -7.47631 -16.06692 8.12628
C -4.11578 -17.82468 5.60963
H -5.74498 -17.17905 10.02547
C -7.07881 -11.22207 9.06302
C -7.20673 -17.44685 8.42329
N -5.25435 -17.19822 5.34791
C -6.35177 -17.88237 9.46602
C -4.35714 -19.20365 5.79941
C -9.74997 -13.18789 4.98298
N -6.32883 -18.14308 5.36755
H -4.37169 -15.10236 4.90939
C -7.32474 -15.08657 1.88148
N -7.88404 -18.37292 7.62956
C -8.70719 -19.30024 3.90978
O -10.25258 -18.55445 5.83746
N -5.74305 -10.38137 10.90499
N -7.56914 -16.43798 3.68619
C -5.73308 -19.35300 5.64260
H -12.46536 -19.89453 6.24277
H -7.72355 -10.96456 8.22910
C -10.84511 -15.48625 4.08473
H -5.81614 -15.03952 6.02264
H -6.31169 -20.27412 5.69658
H -7.51420 -14.55702 0.96535
C -6.25807 -14.86198 2.78171
C -10.63053 -19.71468 5.34700
H -8.42832 -12.47971 7.19488
N -10.69509 -13.07822 4.06141
H -12.09228 -21.20993 5.20123
N -9.86960 -15.62521 4.99858
C -9.66629 -20.38990 4.41909
H -10.24363 -20.92878 3.65077
H -7.05040 -21.05757 9.50621
C -8.12388 -13.46945 7.48381
H -3.62198 -19.95661 6.05891
Ta -8.38105 -17.61169 5.28791
C -8.54887 -14.56975 6.70811
C -6.79899 -12.55385 9.42615
C -7.84730 -19.63622 8.08051
C -11.25228 -14.22009 3.63761
H -3.18575 -17.28733 5.65494
H -8.98278 -16.55458 2.06114
H -8.44790 -20.38955 7.59541
C -7.07779 -20.01616 9.19431
N -11.78689 -20.33554 5.62302
C -8.09594 -16.08458 2.46566
C -5.50059 -11.66247 11.23658
C -5.99018 -12.77453 10.55763
C -9.40140 -14.43475 5.55965
H -9.11296 -21.15193 5.00579
N -6.40271 -15.62143 3.85970
B -5.44697 -15.68880 5.08481
N -6.30206 -19.14664 9.84637
H -4.89010 -11.81972 12.11864
N -8.19609 -15.89176 6.95180
H -11.32400 -16.38234 3.70349
H -9.14945 -18.73228 3.08287
C -7.31930 -13.67514 8.62235
H -6.44350 -15.23828 9.84626
H -12.03180 -14.12560 2.89512
C -7.01834 -15.01475 8.95111
*
```

Here are the natural (NBO) charges for atoms 1 to 2, given in e: 0.212 0.273